# 1
C12H21F3IrN2O6S2 as an isolated structure. Source: OMol25; level of theory: ωB97M-V/def2-TZVPD.

HOMO-LUMO gap: 8.2 eV
Charge: +1
HOMO energy: -11.6001 eV
Total energy: -60704.59392 eV
Energy relative to the best compared isomer or geometry (same formula, charge and spin): 0.0 kJ/mol

Geometry as XYZ:
```
47
Properties=species:S:1:pos:R:3:forces:R:3
Ir 0.42240 -0.34595 0.32444 -0.0956 -0.6166 0.8882
S -1.54446 0.39913 1.17263 -0.5536 0.1035 0.0722
S -0.41309 -0.89226 -2.61900 0.0036 0.4462 -0.1473
F -0.89147 -2.73564 1.13292 -0.1119 -0.0907 -0.0470
F 0.93540 -3.06906 0.00864 0.0012 0.0137 0.0711
F 1.02737 -2.48346 2.07791 -0.0773 0.0265 -0.0052
O -1.52200 -0.28052 -3.29943 0.0369 -0.1003 0.0448
O 0.99727 1.97076 -0.13905 -0.0638 -0.2419 -0.1172
O -0.84128 -1.55510 -1.33138 0.6607 0.2506 0.3899
O 2.59971 -0.29202 -0.07324 -0.0780 -0.3121 -0.3745
O 1.28908 0.08352 2.18509 0.1288 0.4325 0.0269
O 0.69061 -0.02148 -2.22177 0.0546 0.0733 -0.6187
N -3.20763 -0.91507 -0.52131 0.1338 -0.2661 0.0819
N -4.01684 0.95774 0.60499 -0.0530 -0.0825 -0.0409
C 0.34435 -2.25795 0.91629 0.1128 0.1784 -0.1034
C -5.17996 0.75983 0.01038 -0.0311 0.0238 0.0326
C 0.64770 0.33140 3.45484 0.0126 -0.0710 0.0183
C 0.26280 3.17744 0.06368 0.0017 -0.0166 0.0375
C -4.37370 -1.11053 -1.15792 -0.0295 0.0177 0.0238
C 2.72152 0.16976 2.29040 0.0629 -0.1942 -0.0201
C 2.39685 2.16382 -0.26750 -0.0227 -0.0437 -0.0985
C -5.42248 -0.27485 -0.89879 0.0639 -0.0344 -0.0299
C 3.31864 -0.59026 1.12634 -0.0669 0.0738 0.0399
C -3.02822 0.10964 0.32764 0.1664 0.0626 0.0584
C 2.99806 0.88548 -0.81234 0.0762 0.0360 -0.0601
C 0.26120 -2.16337 -3.63707 -0.0427 -0.0938 0.0631
H 4.37698 -0.35655 1.00307 -0.0191 0.0554 -0.0164
H 0.87482 -2.81203 -3.01634 0.0295 0.0279 -0.0024
H 2.82361 2.47714 0.68926 0.0283 -0.0063 0.0402
H 0.57353 3.92212 -0.67040 -0.0203 -0.0058 -0.0083
H -5.96297 1.46782 0.25719 -0.0060 -0.0151 0.0086
H -4.40492 -1.93914 -1.85059 -0.0199 0.0027 -0.0003
H -2.36920 -1.49945 -0.73946 -0.2005 0.3233 -0.1867
H 3.02778 -0.30369 3.22525 -0.0308 -0.0125 -0.0069
H 2.60483 2.95653 -0.99395 -0.0367 -0.0010 0.0032
H -0.42092 0.20322 3.34205 -0.0001 -0.0143 -0.0483
H 3.00940 1.21958 2.32598 0.0047 0.0422 -0.0485
H 0.87480 1.34772 3.77710 -0.0024 0.0029 -0.0106
H -6.37998 -0.40485 -1.37702 0.0051 0.0181 -0.0157
H -0.78862 2.94481 -0.07002 -0.0017 -0.0152 0.0139
H 4.08784 0.93631 -0.82864 -0.0026 0.0107 0.0783
H -0.55440 -2.71956 -4.09172 -0.0016 -0.0069 0.0201
H 0.42612 3.56223 1.07374 0.0188 0.0183 -0.0067
H 1.02933 -0.39621 4.16959 -0.0072 0.0091 0.0123
H 2.62662 0.71363 -1.81661 0.0374 -0.0043 0.0246
H 0.86341 -1.67913 -4.40158 -0.0374 0.0071 -0.0307
H 3.21012 -1.66152 1.27573 -0.0272 -0.0110 -0.0058
```
Positions in Å, forces in eV/Å.


# 2
C12H21F3IrN2O6S2 as an isolated structure. Source: OMol25; level of theory: ωB97M-V/def2-TZVPD.

HOMO-LUMO gap: 8.0 eV
Charge: +1
HOMO energy: -11.9721 eV
Total energy: -60704.05435 eV
Energy relative to the best compared isomer or geometry (same formula, charge and spin): 52.1 kJ/mol

Geometry as XYZ:
```
47
Properties=species:S:1:pos:R:3:forces:R:3
Ir 0.23028 -0.24080 -0.74733 -0.2978 -0.3886 0.2153
S -1.59495 -0.52031 -2.73165 0.2072 0.0929 -0.0157
S 0.38153 2.02182 1.46415 0.0595 0.1086 -0.1910
F -1.89827 1.14086 0.51942 -0.1088 -0.1243 0.0161
F 1.91943 0.71083 -0.44008 0.0303 -0.1701 -0.1264
F -0.76824 2.38245 -0.84996 -0.0955 0.0547 0.0296
O -1.78561 -1.51954 -3.72440 0.0571 0.0102 0.0061
O 0.88895 -2.25863 -1.87404 -0.1969 0.1245 -0.0496
O 0.57192 -0.89333 1.24541 0.0596 -0.3586 -0.1220
O -0.23822 0.15922 -2.71013 -0.1880 0.1692 -0.0415
O -1.71203 -0.99182 -1.30315 0.2402 -0.0198 -0.0502
O 2.83101 -1.89887 -0.16780 0.2839 -0.0271 0.1325
N 0.02438 4.18986 2.83719 -0.0197 0.0094 0.0540
N -1.78101 3.68051 1.45968 0.0423 0.0811 -0.0729
C -0.37460 -1.88163 1.69175 0.0303 0.0632 -0.0219
C -0.63139 5.25952 3.24287 0.0390 -0.0089 -0.0168
C -0.60690 1.34503 0.04428 0.2959 0.2456 -0.1484
C -0.54684 3.39731 1.93401 -0.0544 -0.0714 0.0620
C -2.45759 4.78316 1.84554 0.0183 0.0151 0.0218
C 2.68627 -2.21064 1.18596 -0.0623 0.0491 -0.0196
C 1.90848 -1.07854 1.80787 -0.2179 0.1008 0.1045
C 0.09599 -3.42350 -1.64884 -0.0709 -0.1812 0.0548
C 2.22475 -2.56286 -2.28537 0.1434 0.0724 -0.0430
C -1.89696 5.62057 2.76034 -0.0293 -0.0028 -0.0086
C -2.77437 0.75563 -2.99423 -0.0608 -0.0367 0.1131
C 3.03782 -2.95795 -1.07302 -0.0966 0.0859 0.0770
H 3.65283 -2.26454 1.70485 -0.0233 -0.0523 0.0051
H 2.41897 -0.13460 1.64409 0.0215 -0.0200 -0.0423
H -0.93579 -3.10853 -1.53652 0.0477 -0.0156 0.0200
H 2.62468 -1.65688 -2.73954 -0.0483 0.0285 0.0856
H 0.16860 -4.09519 -2.50582 0.0244 0.0458 -0.0197
H 2.21633 -3.35910 -3.03371 -0.0962 0.0365 -0.0123
H 4.09918 -3.07341 -1.31145 -0.0359 -0.0224 -0.0784
H 2.18164 -3.17647 1.32239 -0.0034 0.0121 -0.0116
H 1.76083 -1.26216 2.87333 0.0464 0.0959 0.0297
H -1.33305 -1.62995 1.24590 -0.0033 0.0052 0.0162
H -2.53152 1.59720 -2.35241 -0.0071 -0.0092 0.0041
H -0.07020 -2.87741 1.36936 -0.0200 0.0056 0.0108
H 0.41332 -3.96023 -0.74944 0.0451 0.0283 -0.0144
H -2.71760 1.03298 -4.04413 0.0216 0.0070 -0.0008
H -0.43803 -1.83695 2.77867 -0.0017 -0.0217 0.0065
H -2.40657 6.50921 3.09706 0.0032 0.0023 -0.0017
H 2.67401 -3.90453 -0.65793 0.0389 -0.0092 0.0324
H -3.42870 4.93130 1.39585 -0.0004 0.0001 0.0014
H -3.75649 0.34802 -2.76267 -0.0015 -0.0052 -0.0295
H -2.19673 3.04224 0.78947 -0.0123 -0.0058 0.0382
H -0.12951 5.87065 3.98415 -0.0033 0.0007 0.0018
```
Positions in Å, forces in eV/Å.